(1)
{
  "formula": "C27H44BrF6NO12PS2",
  "method": "the ωB97M-V functional and the def2-TZVPD basis",
  "e_lumo_ev": 1.7781,
  "energy_ha": -6323.4770,
  "total_charge": -1,
  "homo_lumo_gap_ev": 8.44,
  "homo_energy_ha": -0.2447,
  "elements": ["C", "C", "C", "C", "O", "C", "C", "C", "C", "C", "C", "C", "C", "C", "O", "C", "C", "C", "P", "O", "O", "C", "C", "O", "C", "C", "O", "C", "O", "C", "Br", "C", "O", "C", "C", "H", "H", "H", "H", "H", "H", "H", "H", "H", "H", "H", "H", "H", "H", "H", "H", "H", "H", "H", "H", "H", "H", "H", "H", "H", "H", "H", "H", "H", "H", "H", "H", "H", "H", "H", "H", "H", "H", "H", "H", "H", "H", "H", "H", "C", "F", "F", "F", "S", "O", "O", "N", "S", "O", "O", "C", "F", "F", "F"],
  "xyz": [[0.038, -4.361, 2.012], [-0.667, -3.668, 1.135], [-1.480, -2.716, 0.112], [-2.147, -3.797, -0.886], [-1.189, -4.714, -1.507], [-0.658, -4.180, -2.749], [-1.687, -4.169, -3.990], [-2.238, -5.621, -4.442], [-0.772, -1.382, -0.463], [-1.391, -0.790, -1.826], [-1.650, 0.805, -1.831], [-0.657, 1.636, -2.848], [0.271, 2.645, -1.985], [0.289, 4.101, -2.693], [0.467, 5.140, -1.688], [1.663, 4.904, -0.873], [0.819, -1.810, -0.477], [1.746, -0.799, -1.340], [3.490, -1.609, -1.418], [3.390, -2.632, -2.603], [4.727, -0.499, -1.878], [4.489, 0.845, -1.354], [4.051, 1.772, -2.599], [3.862, -2.538, -0.026], [4.967, -1.979, 0.746], [4.411, -0.837, 1.773], [-0.787, -0.526, 0.750], [-1.594, -1.007, 1.843], [-1.458, -0.629, 3.038], [-2.594, -2.060, 1.132], [-3.497, -3.281, 2.423], [-3.764, -1.128, 0.498], [-4.957, -1.250, 1.311], [-5.712, 0.010, 1.334], [-6.622, 0.249, 0.019], [0.582, -5.161, 2.647], [-2.822, -4.477, -0.217], [-2.889, -3.332, -1.661], [0.220, -4.886, -3.056], [-0.199, -3.127, -2.673], [-2.609, -3.476, -3.811], [-1.123, -3.687, -4.888], [-3.393, -5.509, -4.581], [-1.829, -5.815, -5.516], [-2.004, -6.481, -3.718], [-2.399, -1.286, -2.143], [-0.670, -1.010, -2.718], [-1.647, 1.309, -0.799], [-2.719, 0.986, -2.268], [-1.328, 2.314, -3.523], [-0.086, 0.946, -3.570], [-0.005, 2.697, -0.859], [1.350, 2.195, -2.009], [-0.707, 4.362, -3.243], [1.105, 4.078, -3.508], [1.303, 4.262, 0.035], [2.076, 5.913, -0.516], [2.455, 4.264, -1.421], [0.992, -2.867, -0.898], [1.188, -1.716, 0.626], [1.429, -0.661, -2.435], [1.741, 0.213, -0.793], [5.517, 1.236, -0.969], [3.780, 0.872, -0.450], [3.995, 2.897, -2.374], [3.076, 1.353, -3.069], [4.872, 1.630, -3.417], [5.353, -2.842, 1.430], [5.874, -1.644, 0.125], [3.297, -0.576, 1.551], [5.096, 0.084, 1.824], [4.398, -1.293, 2.847], [-3.363, -0.030, 0.531], [-3.915, -1.379, -0.619], [-6.436, -0.077, 2.245], [-5.041, 0.929, 1.518], [-7.062, 1.324, -0.013], [-7.545, -0.458, 0.130], [-6.000, 0.006, -0.924], [2.670, 3.291, 7.058], [3.627, 3.850, 7.835], [3.271, 2.282, 6.377], [1.791, 2.695, 7.903], [1.861, 4.493, 5.948], [2.940, 4.998, 5.113], [1.271, 5.474, 6.844], [0.858, 3.475, 5.259], [-0.077, 4.168, 4.181], [0.571, 4.618, 2.958], [-1.099, 5.065, 4.697], [-0.995, 2.670, 3.686], [-1.655, 2.101, 4.724], [-0.178, 1.706, 3.194], [-1.923, 2.910, 2.728]],
  "atomic_forces_ev_per_a": [[-3.73, 2.91, -4.92], [4.32, -2.64, 3.99], [-1.71, -1.89, 1.46], [-1.20, -0.63, 0.42], [-0.76, 2.25, -0.64], [0.69, -0.47, -1.64], [-0.14, 0.27, -0.10], [-0.59, 0.83, -0.98], [1.83, -2.35, 1.62], [-0.23, 0.49, -0.47], [-0.62, 0.48, -1.28], [-1.00, 0.78, 0.86], [0.79, -0.63, -0.99], [-0.39, -0.38, 0.56], [1.40, -0.99, -1.06], [-0.49, -0.85, 0.90], [0.60, 0.91, -0.75], [0.13, 0.37, 1.34], [0.13, -3.84, -4.68], [0.21, 2.94, 3.58], [-2.84, -0.84, 2.35], [1.16, 1.88, -0.09], [0.50, -0.88, -0.55], [0.75, 3.05, -1.77], [0.57, -0.15, 2.44], [0.04, -0.65, 0.63], [-1.44, -0.03, 0.77], [0.64, 0.58, 2.62], [-0.83, -1.91, -6.16], [0.39, 1.28, 0.25], [1.12, 0.35, -0.78], [0.69, 0.51, -0.25], [0.46, 2.20, -1.48], [-1.23, 0.60, 0.39], [-0.31, -0.55, 0.72], [-1.33, 2.04, -1.44], [1.34, 1.27, -1.08], [1.61, -0.62, 1.25], [-1.57, 1.23, 0.72], [-0.76, -1.53, 0.26], [1.73, -1.12, -0.08], [-0.87, -0.81, 1.62], [2.05, -0.53, 0.39], [-0.62, -0.07, 2.07], [-0.28, 1.43, -1.12], [1.93, 0.62, 0.95], [-1.19, 0.21, 1.81], [0.17, -1.05, -1.48], [1.80, -0.50, 0.94], [1.11, -1.34, 1.16], [-0.69, 0.97, 1.29], [0.06, 0.04, -2.09], [-1.82, 1.02, 0.15], [1.66, -0.62, 1.21], [-0.88, 0.33, 1.23], [0.96, 1.35, -1.31], [-0.66, -1.63, -0.61], [-1.13, 1.31, 0.62], [-0.48, 1.52, 0.85], [-0.84, -0.54, -2.09], [0.66, -0.36, 1.65], [0.00, -1.39, -0.94], [-1.78, -0.72, -0.59], [0.90, -0.05, -1.51], [-0.11, -1.82, -0.10], [1.51, 0.92, 0.88], [-1.42, 0.24, 1.49], [-0.77, 1.38, -1.50], [-1.68, -0.37, 0.62], [2.09, -0.24, 0.19], [-1.24, -1.29, -0.26], [-0.01, 0.87, -1.94], [-0.78, -1.81, -0.09], [-0.09, 0.14, 1.75], [1.45, 0.08, -1.58], [-0.70, -1.56, -0.28], [1.06, -1.78, 0.03], [1.78, 1.11, -0.59], [-1.22, 0.50, 1.40], [0.57, -1.75, 1.09], [-0.63, 0.13, -0.66], [-0.29, 0.67, 0.08], [0.26, 0.54, -0.49], [0.96, 1.80, 0.53], [-0.84, -0.75, 0.42], [0.20, -1.06, -0.66], [0.07, 0.92, -0.24], [-1.04, 1.41, -1.09], [-0.17, -0.63, 0.88], [0.85, -0.92, -0.11], [-0.65, -2.27, -0.07], [0.38, 0.66, -0.41], [-0.09, 1.02, 0.18], [0.57, 0.39, 0.42]],
  "lowdin_charge": [0.13, -0.09, -0.26, -0.14, -0.16, -0.21, -0.23, -0.13, -0.28, -0.10, -0.16, -0.18, -0.18, -0.22, -0.24, -0.10, -0.13, -0.19, 0.73, -0.37, -0.27, -0.30, -0.09, -0.26, -0.27, -0.09, -0.03, -0.33, 0.10, -0.52, 0.83, -0.19, -0.28, -0.24, -0.10, 0.07, 0.13, 0.12, 0.15, 0.10, 0.10, 0.12, 0.08, 0.08, 0.08, 0.11, 0.11, 0.11, 0.11, 0.10, 0.10, 0.12, 0.07, 0.13, 0.12, 0.10, 0.11, 0.07, 0.12, 0.14, 0.09, 0.09, 0.13, 0.10, 0.07, 0.07, 0.10, 0.13, 0.12, 0.08, 0.08, 0.09, 0.14, 0.12, 0.14, 0.13, 0.08, 0.08, 0.07, -0.64, 0.11, 0.10, 0.10, 0.59, -0.30, -0.30, -0.29, 0.59, -0.31, -0.30, -0.64, 0.11, 0.09, 0.10]
}

(2)
{
  "formula": "C12H18BeIN2O2S",
  "method": "the ωB97M-V functional and the def2-TZVPD basis",
  "e_lumo_ev": -3.7041,
  "energy_ha": -1438.5147,
  "de_lowest_kj_mol": 52.0,
  "total_charge": 1,
  "homo_lumo_gap_ev": 6.78,
  "homo_energy_ha": -0.3853,
  "elements": ["Be", "C", "S", "C", "O", "H", "H", "H", "H", "H", "H", "C", "C", "N", "H", "H", "H", "N", "C", "O", "C", "I", "H", "H", "H", "H", "C", "C", "C", "C", "C", "C", "H", "H", "H", "H", "H"],
  "xyz": [[0.149, -0.055, -0.134], [1.037, 0.154, 3.648], [-0.575, 0.414, 2.720], [-1.734, -0.673, 3.619], [-0.423, -0.240, 1.312], [1.862, 0.189, 2.902], [0.912, -0.869, 4.072], [1.056, 0.944, 4.390], [-1.577, -0.594, 4.705], [-1.452, -1.701, 3.266], [-2.811, -0.453, 3.380], [1.107, 4.079, -0.621], [0.694, 2.695, -0.540], [0.394, 1.597, -0.435], [1.875, 4.183, -1.390], [1.359, 4.408, 0.388], [0.285, 4.686, -0.941], [2.251, -0.896, -2.462], [2.471, -0.883, -1.089], [1.481, -1.000, -0.249], [3.836, -0.938, -0.638], [4.354, 1.163, -0.303], [1.313, -0.992, -2.868], [2.980, -0.580, -3.078], [4.534, -1.406, -1.329], [3.861, -1.418, 0.344], [-3.711, -1.388, -2.122], [-3.127, -0.195, -2.508], [-1.870, 0.128, -1.993], [-1.238, -0.642, -1.092], [-1.794, -1.814, -0.701], [-3.030, -2.169, -1.213], [-4.664, -1.708, -2.552], [-3.574, 0.490, -3.218], [-1.430, 1.115, -2.312], [-1.324, -2.510, 0.004], [-3.477, -3.119, -0.964]],
  "atomic_forces_ev_per_a": [[-1.48, -0.95, -1.29], [-1.38, -1.40, -0.92], [0.47, 0.29, -1.10], [0.14, -0.99, -0.58], [-0.32, 0.14, 3.42], [-0.69, 0.12, 0.57], [0.60, 0.82, -0.06], [0.24, -0.05, 0.14], [0.10, 0.16, -0.40], [-0.44, 0.80, 0.40], [1.30, 0.01, -0.05], [-0.07, -0.13, -0.04], [-0.16, -0.32, -0.02], [0.81, 0.66, 0.06], [0.25, 0.03, 0.47], [0.48, 0.06, -0.24], [-0.68, 0.28, -0.22], [-0.26, 0.31, 2.28], [-4.59, -1.27, -1.61], [3.51, 0.85, -1.82], [1.23, 0.51, 1.13], [0.11, -0.60, -0.08], [0.40, 0.23, 0.68], [0.19, -0.21, -0.04], [-0.02, 0.30, 0.00], [0.12, 0.18, -0.26], [-0.37, 0.49, -0.51], [0.40, 0.27, -0.30], [-1.24, 2.25, -1.78], [3.39, 0.89, 1.32], [-1.37, -1.73, 0.18], [-0.29, -1.13, 0.04], [0.31, 0.10, 0.28], [-0.26, -0.17, -0.03], [-0.40, -0.94, 0.26], [0.00, 0.36, -0.14], [-0.03, -0.21, 0.26]],
  "lowdin_charge": [-0.08, -0.18, 0.99, -0.22, -0.50, 0.06, 0.07, 0.05, 0.06, 0.08, 0.08, -0.01, -0.10, 0.27, 0.10, 0.11, 0.09, 0.22, -0.55, -0.01, -0.48, 0.85, 0.14, 0.12, 0.08, 0.08, -0.10, -0.10, -0.16, -0.22, -0.13, -0.11, 0.11, 0.10, 0.09, 0.10, 0.10]
}